# C3H27N2O10

A cluster of 10 separate species, C3H27N2O10 in total in a non-equilibrium geometry (ωB97M-V/def2-TZVPD, OMol25).

Values from the calculation:
<S²>: 0.757
2S+1: 2
Highest occupied orbital energy (spin up / spin down) in Ha: -0.4005 / -0.4004
Gap between HOMO and LUMO (spin up / spin down) in eV: 10.8 / 5.7
E_tot in hartree: -992.2095

```
42
Properties=species:S:1:pos:R:3:mulliken_charge:R:1
H 2.376 -0.921 -3.187 0.32
H -2.089 -2.023 0.662 0.24
H -3.839 0.348 2.195 0.32
O 0.772 -1.719 0.962 -0.71
H 1.275 0.032 -0.855 -0.08
H -0.773 -3.833 -1.841 0.28
O 0.162 -3.509 -1.984 -0.66
H 1.113 2.041 0.896 0.14
H -0.661 1.285 2.043 0.29
H -1.435 1.347 -0.796 0.27
H 0.029 -0.900 0.937 0.41
O -2.987 2.888 1.024 -0.68
H -2.193 3.099 1.541 0.41
H -1.077 -0.266 -1.248 0.59
H 1.626 -1.295 0.970 0.15
O -0.884 0.120 0.815 -0.36
H -1.532 -2.541 -0.776 0.33
H -1.019 1.587 -2.564 0.38
H -2.425 1.225 -2.891 0.34
O -0.820 2.266 2.255 -0.66
H 2.237 -2.177 -2.158 0.30
H -2.633 -0.196 1.321 0.28
O -3.576 -0.138 1.421 -0.70
C 2.810 1.704 -0.459 -0.68
H -0.416 -2.177 2.684 0.38
H 2.889 -0.208 0.207 0.13
H 0.987 2.798 -0.717 0.35
N 0.618 0.789 -0.904 0.39
H 2.927 1.898 -1.548 0.30
O -1.976 -2.747 0.038 -0.59
O -1.572 1.308 -3.324 -0.60
H -0.228 2.164 2.998 0.36
H -3.083 1.964 0.772 0.26
H 0.838 -1.929 3.232 0.34
H 3.885 0.068 -0.989 0.35
C 1.300 1.900 -0.176 -0.10
N 3.555 0.452 -0.105 -0.55
H 0.398 -3.650 -1.068 0.35
O 0.000 -2.199 3.620 -0.66
O 2.809 -1.675 -2.735 -0.64
C -0.775 0.453 -0.479 -0.95
H 3.387 2.365 0.213 0.36
```